Record 1
Entry from OMol25: a cluster of 7 separate species, C32H53O16 in total (ωB97M-V/def2-TZVPD).

Summary:
LUMO	0.058	Eh
E_HOMO	-5.1	eV
HOMO-LUMO gap	6.63	eV

```
! wB97M-V def2-TZVPD RIJCOSX def2/J DEFGRID3
* xyz -1 1
O 2.53491 1.96060 -6.92928
C 3.75291 1.80128 -6.90863
O 4.54647 1.48675 -7.78667
O 4.39340 2.04555 -5.61017
C 3.77687 3.04544 -4.94708
O 3.11026 2.83694 -3.97604
C 3.97577 4.43260 -5.46823
C 4.61729 4.63203 -6.68600
C 4.75748 5.92998 -7.16610
C 4.29578 7.01144 -6.42476
C 3.66742 6.78992 -5.20896
C 3.50199 5.50060 -4.71338
H 4.99409 3.79294 -7.24835
H 5.22919 6.08288 -8.12520
H 4.42170 8.01416 -6.80363
H 3.28482 7.60251 -4.60869
H 3.01564 5.33238 -3.76986
O -1.01438 -1.24527 -0.98967
C -0.05546 -1.32226 -1.72487
O 1.00765 -0.55931 -1.47304
C 2.27663 -0.69956 -2.14506
C 2.33156 0.09150 -3.43490
C -0.07501 -2.20092 -2.94832
H 2.51742 -1.75578 -2.28935
H 3.01192 -0.30823 -1.44295
H 1.60031 -0.27296 -4.15941
H 3.32044 0.02630 -3.88438
H 2.10845 1.13949 -3.25261
H -0.51563 -1.64919 -3.78110
H -0.70708 -3.06064 -2.73267
H 0.90168 -2.57869 -3.24212
O 5.78188 0.57346 1.80430
C 4.95142 -0.12001 2.32194
O 4.51747 -1.21622 1.66929
C 3.70788 -2.20983 2.29957
C 2.23661 -1.86280 2.24590
C 4.31784 0.24381 3.64635
H 4.05344 -2.39611 3.31831
H 3.88503 -3.12764 1.73825
H 2.02434 -0.94908 2.79120
H 1.64125 -2.66705 2.67858
H 1.91759 -1.70101 1.21400
H 3.47012 0.90122 3.45896
H 5.05734 0.78041 4.23579
H 3.98221 -0.60775 4.23263
O -1.79951 -1.54203 -5.43865
C -2.95488 -1.23616 -5.35682
O -3.42436 -0.24840 -6.14256
C -4.80891 0.06711 -6.25696
C -5.25910 1.03280 -5.17975
C -3.86855 -1.86725 -4.33005
H -5.41451 -0.84090 -6.27587
H -4.91325 0.53265 -7.23577
H -5.15821 0.59931 -4.18453
H -6.30288 1.31211 -5.33005
H -4.64655 1.93352 -5.20597
H -3.77533 -1.31661 -3.39417
H -3.53720 -2.88944 -4.16794
H -4.91439 -1.90497 -4.62791
O 1.51884 -1.55459 5.10486
C 0.34606 -1.28643 5.10815
O -0.07244 -0.28275 4.32917
C -1.45320 0.00578 4.06872
C -2.06316 0.90832 5.11862
C -0.63796 -1.99317 6.01120
H -2.01834 -0.91797 3.93653
H -1.45273 0.50818 3.10336
H -2.07157 0.43567 6.10213
H -3.08450 1.16187 4.85433
H -1.48764 1.82929 5.20681
H -0.65321 -1.48776 6.97550
H -0.29401 -3.01471 6.15581
H -1.64855 -2.04010 5.61257
O -4.33561 3.00721 5.36112
C -5.01411 3.50911 4.50754
O -6.14239 2.88169 4.12568
C -7.11192 3.47651 3.25961
C -6.77654 3.25780 1.79894
C -4.58805 4.77039 3.79341
H -7.24719 4.53217 3.49860
H -8.04957 2.97905 3.50182
H -5.83669 3.73714 1.52559
H -7.56504 3.66075 1.16307
H -6.67012 2.19300 1.59333
H -3.94792 4.49938 2.95474
H -4.01491 5.37544 4.49069
H -5.41454 5.37886 3.43435
O 2.16949 -7.56431 6.62505
C 1.93684 -6.89223 5.65938
O 0.89637 -7.22666 4.86878
C 0.41624 -6.38167 3.81825
C 1.16933 -6.59740 2.52245
C 2.81857 -5.73510 5.25387
H 0.42602 -5.33563 4.12883
H -0.62857 -6.65929 3.68827
H 2.22256 -6.33471 2.62164
H 0.73812 -5.99063 1.72594
H 1.12084 -7.64640 2.23055
H 3.63561 -6.10442 4.63575
H 3.23008 -5.28757 6.15457
H 2.28423 -4.94970 4.72381
*
```

Record 2
Entry from OMol25: an isolated molecule of C11H9F2NO (ωB97M-V/def2-TZVPD).

Summary:
LUMO	0.007	Eh
SMILES string	Oc1ccc(\C(F)=N/C=C\C=C\F)cc1
E_HOMO	-8.6	eV
energy above the lowest of the compared OMol25 structures with the same formula, charge and spin	44.55	kcal per mole
HOMO-LUMO gap	8.73	eV

```
! wB97M-V def2-TZVPD RIJCOSX def2/J DEFGRID3
* xyz 0 1
O -3.90554 -0.22866 0.08424
C -2.59999 0.30745 -0.07468
C -1.90872 0.06635 -1.20222
C -0.51894 0.53473 -1.21515
C 0.04777 1.31824 -0.18628
C 1.45848 1.69147 -0.23258
F 1.76550 2.82834 0.47618
N 2.39680 1.09011 -0.77293
C 2.32176 -0.19878 -1.28376
C 2.03142 -1.30854 -0.61168
C 1.50092 -1.21371 0.70299
C 1.98337 -0.36383 1.64028
F 1.45079 -0.30353 2.89312
C -0.79736 1.63246 0.89105
C -2.08965 1.03882 0.97038
H -4.12920 -0.61961 0.95353
H -2.13038 -0.70152 -1.91200
H 0.05261 0.40536 -2.14165
H 2.75431 -0.38206 -2.24229
H 2.35056 -2.21420 -1.02851
H 0.55543 -1.80251 0.94511
H 2.79318 0.36662 1.66762
H -0.35874 1.88904 1.79340
H -2.80369 1.22187 1.74394
*
```

Record 3
Entry from OMol25: a structure of composition C18H36NO9RuSi (ωB97M-V/def2-TZVPD).

Summary:
LUMO (alpha / beta)	0.012 / -0.069	Eh
E_HOMO (alpha / beta)	-8.8 / -10.0	eV
HOMO-LUMO gap (alpha / beta)	9.14 / 8.13	eV
⟨S²⟩	8.7585

```
! wB97M-V def2-TZVPD RIJCOSX def2/J DEFGRID3
* xyz 0 6
Ru 0.34642 0.41290 -0.32329
O 1.48561 -1.66249 0.71903
C 0.47105 -2.57995 1.11467
C -0.79337 -1.85705 1.55102
N -1.31726 -0.99002 0.48610
C -1.78393 -1.75338 -0.69153
C -0.75183 -1.87573 -1.83142
O -0.87001 -2.74398 -2.65762
O 0.17451 -0.95780 -1.82605
C -2.32833 -0.03825 0.97619
C -2.52698 1.09046 -0.04974
O -3.61246 1.52061 -0.33344
O -1.38468 1.49547 -0.56510
H 1.69807 -1.07924 1.46625
H 0.28734 -3.21903 0.25044
H 0.82384 -3.21942 1.92806
H -1.55558 -2.58348 1.85853
H -0.56681 -1.21866 2.40872
H -2.10926 -2.75188 -0.39104
H -2.65919 -1.25218 -1.11000
H -3.27783 -0.53016 1.20052
H -1.93679 0.41519 1.88979
C 3.28957 -0.31820 3.38425
C 3.47291 1.07410 3.97875
C 2.76737 1.17672 5.32323
C 4.95384 1.40660 4.10561
O 2.89846 2.07380 3.13354
Si 2.24549 2.10207 1.65122
O 1.09244 0.96549 1.44826
O 3.46090 1.79516 0.59574
C 3.71723 1.96143 -0.80113
C 3.15931 3.27932 -1.31753
C 3.10849 0.79666 -1.57430
C 5.23493 1.93065 -0.93759
O 1.55646 3.54804 1.40070
C 1.62320 4.81355 2.08069
C 1.02793 5.82679 1.11302
C 0.78595 4.72019 3.34955
C 3.06956 5.16114 2.40887
H 3.81093 -1.05970 3.99224
H 3.69823 -0.36319 2.37248
H 2.22957 -0.58210 3.36988
H 3.17058 0.44829 6.02877
H 1.69944 0.99175 5.20210
H 2.90027 2.17451 5.74160
H 5.46456 0.68671 4.74743
H 5.07720 2.40163 4.53363
H 5.42237 1.39226 3.12094
H 2.07675 3.33756 -1.19298
H 3.38907 3.38230 -2.37981
H 3.60368 4.11946 -0.78602
H 2.01711 0.91925 -1.71584
H 3.29567 -0.15699 -1.07933
H 3.48918 0.74691 -2.59530
H 5.67313 2.73125 -0.34215
H 5.53473 2.06340 -1.97818
H 5.62838 0.97962 -0.57778
H 0.01364 5.53342 0.84327
H 1.62699 5.87873 0.20318
H 0.99739 6.81897 1.56608
H -0.24738 4.47858 3.09910
H 0.79836 5.67235 3.88358
H 1.18058 3.94848 4.00987
H 3.66777 5.21739 1.49977
H 3.50662 4.41729 3.07513
H 3.11527 6.13353 2.90272
*
```

Record 4
Entry from OMol25: a structure of composition C3H6BiO3 (ωB97M-V/def2-TZVPD).

Summary:
LUMO (alpha / beta)	-0.470 / -0.463	Eh
E_HOMO (alpha / beta)	-19.5 / -20.3	eV
energy above the lowest of the compared OMol25 structures with the same formula, charge and spin	15.22	kcal per mole
HOMO-LUMO gap (alpha / beta)	6.75 / 7.69	eV
⟨S²⟩	0.7522

```
! wB97M-V def2-TZVPD RIJCOSX def2/J DEFGRID3
* xyz 2 2
H 2.79648 -1.61603 0.09290
O 1.15678 -2.12344 0.39253
Bi 2.50650 1.46057 -0.28148
O 0.39911 -0.02809 -0.24112
C 1.14187 -1.10944 -0.29418
O 2.39412 -0.72981 -0.51068
C -0.84499 0.06063 0.49585
C -1.75407 0.97392 -0.28959
H -1.24944 -0.95075 0.60237
H -0.59253 0.46526 1.48095
H -1.85561 0.62628 -1.32592
H -2.74347 0.97450 0.18613
H -1.35474 1.99641 -0.30776
*
```

Record 5
Entry from OMol25: a structure of composition C25H46BiO2P2 (ωB97M-V/def2-TZVPD).

Summary:
LUMO (alpha / beta)	-0.133 / -0.238	Eh
E_HOMO (alpha / beta)	-9.6 / -9.6	eV
energy above the lowest of the compared OMol25 structures with the same formula, charge and spin	92.42	kcal per mole
HOMO-LUMO gap (alpha / beta)	5.95 / 3.12	eV

```
! wB97M-V def2-TZVPD RIJCOSX def2/J DEFGRID3
* xyz 1 1
Bi 0.25674 -0.43395 -1.72197
C -2.47405 1.70778 0.27800
C -2.82807 0.80366 -0.75728
C -2.71078 -0.38304 1.20532
C -2.42522 0.97021 1.49030
C -2.96609 -0.49972 -0.18573
C -2.23583 3.16061 0.12397
H -1.92391 3.39811 -0.90195
H -1.45750 3.50186 0.82304
H -3.15624 3.73002 0.33751
C -2.13678 1.50843 2.82607
H -2.06080 2.59549 2.81571
H -1.20161 1.10915 3.22896
H -2.91978 1.24666 3.54168
C -2.77508 -1.48671 2.17648
H -3.81006 -1.72053 2.46538
H -2.22509 -1.22934 3.08653
H -2.34013 -2.39943 1.75617
C -3.27122 -1.74237 -0.92680
H -4.35797 -1.85722 -1.09233
H -2.91655 -2.62767 -0.37334
H -2.79190 -1.74139 -1.91908
C -3.03694 1.16000 -2.17138
H -3.96478 1.73299 -2.32813
H -3.11804 0.27234 -2.80642
H -2.21684 1.77706 -2.56475
C 1.89844 0.53013 -2.94438
C 0.60253 1.32646 -3.03123
C -0.04932 1.48356 -4.39912
C -0.98731 0.35589 -4.86751
C -0.98433 -0.87186 -3.99791
C 0.14866 -1.66739 -3.86705
C 1.39482 -1.40980 -4.70181
C 2.34162 -0.30338 -4.13821
H 0.73791 1.66409 -5.14418
H -0.73980 0.10586 -5.91606
H -0.62011 2.42626 -4.36502
H 2.54076 0.45527 -4.91411
H 2.73299 0.96711 -2.35803
H 0.50249 2.25528 -2.43117
H 3.31572 -0.77632 -3.89501
H 1.97170 -2.35327 -4.78163
H 0.08344 -2.67538 -3.44091
H 1.14381 -1.13661 -5.74280
H -2.01449 0.75163 -4.89068
H -1.93620 -1.22463 -3.59946
P 2.17405 1.97478 0.47063
C 1.66508 2.83499 2.02702
H 2.31340 3.70481 2.23966
H 1.74957 2.10177 2.84828
H 0.61292 3.15592 1.93182
C 3.93466 1.65380 0.91901
H 4.44027 2.59039 1.20557
H 4.43418 1.19414 0.05496
H 3.93278 0.94390 1.76012
C 2.42988 3.46900 -0.60512
H 2.79424 3.13610 -1.59476
H 3.16722 4.14511 -0.12900
H 1.45663 3.98366 -0.71936
P 1.39069 -2.89396 -0.45269
C 0.00998 -3.95971 -1.08966
H 0.43589 -4.89626 -1.49539
H -0.56386 -3.42175 -1.86956
H -0.66590 -4.16787 -0.23692
C 2.85295 -3.35349 -1.47103
H 2.62016 -3.25891 -2.54979
H 3.11374 -4.39573 -1.20514
H 3.67702 -2.66266 -1.19482
C 1.72942 -3.65089 1.17144
H 2.06341 -4.69017 1.02177
H 0.79455 -3.62004 1.75228
H 2.50886 -3.05520 1.67154
O 2.23890 -0.34977 2.62068
C 1.04626 -0.73211 2.62391
O 0.22840 -0.66446 1.64361
H 0.59554 -1.18532 3.57186
*
```

Record 6
Entry from OMol25: a structure of composition C3H2HgLiO3 (ωB97M-V/def2-TZVPD).

Summary:
LUMO (alpha / beta)	-0.027 / -0.049	Eh
E_HOMO (alpha / beta)	-6.8 / -6.8	eV
energy above the lowest of the compared OMol25 structures with the same formula, charge and spin	71.22	kcal per mole
HOMO-LUMO gap (alpha / beta)	6.05 / 5.46	eV
⟨S²⟩	0.7543

```
! wB97M-V def2-TZVPD RIJCOSX def2/J DEFGRID3
* xyz 0 2
C 1.09760 0.09852 -1.22133
O 1.20915 -0.71458 -2.19705
H -0.47591 -1.05310 -0.21571
Li 1.78026 0.50680 -3.39114
C 0.25934 -0.24914 -0.10561
O -0.24332 0.87437 0.60550
C -1.12107 0.70225 1.58443
O -1.59249 -0.45223 1.77593
Hg -2.50245 0.76114 3.08694
H 1.58888 -0.47402 0.07803
*
```

Looking at E_tot for the records above, in order, we have -2455.08464, -754.19148, -1823.93974, -557.40024, -2027.52620, -501.94491 a.u..